Record 1
{"formula": "C29H49As3Cl2CrN2O4PS3", "method": "ωB97M-V with the def2-TZVPD basis set", "spin_multiplicity": 2, "s_squared": 0.764, "e_homo_ev": [-8.100, -7.967], "de_lowest_kj_mol": 0.0, "species": ["Cr", "C", "As", "C", "C", "C", "C", "C", "As", "C", "C", "C", "As", "C", "C", "H", "H", "H", "H", "H", "H", "H", "H", "H", "H", "H", "H", "H", "H", "H", "H", "H", "H", "H", "H", "H", "H", "H", "H", "H", "H", "H", "Cl", "C", "C", "C", "Cl", "C", "O", "C", "C", "O", "C", "H", "H", "H", "C", "C", "C", "C", "N", "C", "S", "N", "H", "H", "H", "H", "H", "C", "C", "C", "O", "P", "S", "S", "O", "C", "C", "C", "H", "H", "H", "H", "H", "H", "H", "H", "H", "H", "H", "H", "H", "H"], "xyz": [[-1.6263, -0.5959, -0.7067], [1.4312, -2.0415, 4.3196], [0.6322, -1.3297, 2.6654], [1.7894, -2.3137, 1.4317], [1.5691, 0.4032, 2.6055], [0.7284, 1.5990, 3.0808], [0.1419, 1.3115, 4.4618], [-0.3766, 1.9862, 2.0781], [-1.8145, 0.8293, 1.3539], [-2.9950, 2.3324, 0.9485], [-2.8072, 0.0862, 2.8478], [1.7157, 2.7875, 3.1768], [1.2832, 4.7104, 3.4372], [0.4104, 5.1494, 1.7249], [-0.3196, 4.7519, 4.5776], [2.5030, -1.8402, 4.3546], [1.2735, -3.1199, 4.3378], [0.9557, -1.6095, 5.1988], [2.8424, -2.1240, 1.6453], [1.5557, -2.0176, 0.4111], [1.5849, -3.3797, 1.5492], [1.8626, 0.5661, 1.5681], [2.4849, 0.3314, 3.2010], [-0.4970, 0.4271, 4.4468], [-0.4617, 2.1443, 4.8209], [0.9384, 1.1335, 5.1875], [0.0901, 2.3718, 1.1657], [-0.9346, 2.8195, 2.5100], [-3.2475, 2.8479, 1.8774], [-3.9060, 1.9709, 0.4747], [-2.4855, 3.0264, 0.2791], [-2.8649, 0.8076, 3.6633], [-2.3351, -0.8337, 3.1813], [-3.8103, -0.1328, 2.4801], [2.3059, 2.8177, 2.2523], [2.4345, 2.5651, 3.9710], [0.9552, 4.6801, 0.9054], [0.4550, 6.2290, 1.5867], [-0.6297, 4.8291, 1.6878], [-0.0926, 4.3462, 5.5621], [-1.1676, 4.2191, 4.1507], [-0.5934, 5.8000, 4.6996], [-2.1847, -7.7822, -1.4464], [-1.9924, -6.1205, -0.9943], [-1.9478, -5.7840, 0.3569], [-1.7887, -4.4728, 0.7398], [-1.7445, -4.0978, 2.4253], [-1.6585, -3.4254, -0.2037], [-1.4532, -2.1987, 0.2086], [-1.7306, -3.8037, -1.5667], [-1.6609, -2.8133, -2.6163], [-1.5917, -1.6048, -2.4434], [-1.8911, -5.1425, -1.9508], [-2.0368, -6.5539, 1.1100], [-1.6732, -3.1825, -3.6491], [-1.9386, -5.3936, -3.0023], [-5.2941, 2.8262, -4.2323], [-4.2663, 2.1465, -3.3815], [-2.9252, 2.5524, -3.4236], [-2.0294, 1.8786, -2.6264], [-2.4614, 0.8969, -1.8311], [-3.7606, 0.5536, -1.8548], [-4.0600, -0.7412, -0.7624], [-4.6812, 1.1523, -2.6063], [-5.0371, 2.7196, -5.2873], [-5.3254, 3.8938, -4.0112], [-6.2737, 2.3916, -4.0547], [-2.6018, 3.3538, -4.0710], [-0.9696, 2.0902, -2.6038], [2.4886, -2.8576, -4.3460], [2.0658, -3.1034, -2.9115], [3.2458, -3.3642, -1.9916], [1.2433, -2.0358, -2.3634], [1.3793, -0.4576, -2.5907], [0.7326, 0.1964, -4.2892], [0.5057, 0.2939, -0.8795], [2.9536, -0.2197, -2.4024], [3.5820, 0.8021, -1.5935], [3.4592, 2.1511, -2.2722], [5.0179, 0.3591, -1.4102], [3.0727, -3.7146, -4.6870], [3.1112, -1.9667, -4.4256], [1.6303, -2.7290, -5.0019], [1.3900, -3.9632, -2.8768], [3.9858, -2.5694, -2.0776], [3.7180, -4.3094, -2.2631], [2.9148, -3.4286, -0.9556], [3.0731, 0.8167, -0.6261], [3.8805, 2.1014, -3.2771], [3.9977, 2.9094, -1.7014], [2.4154, 2.4525, -2.3538], [5.4956, 0.2202, -2.3810], [5.0676, -0.5793, -0.8590], [5.5738, 1.1156, -0.8563]]}

=====

Record 2
{"formula": "C38H35N3O10S3Sn", "method": "ωB97M-V with the def2-TZVPD basis set", "e_homo_ev": -7.794, "de_lowest_kj_mol": 0.0, "species": ["Sn", "N", "C", "C", "C", "C", "C", "C", "S", "N", "C", "C", "C", "C", "C", "C", "N", "H", "H", "H", "H", "H", "H", "H", "H", "H", "O", "C", "O", "C", "C", "C", "C", "C", "C", "S", "H", "H", "H", "H", "C", "C", "C", "C", "C", "C", "C", "S", "O", "O", "O", "H", "H", "H", "H", "H", "H", "H", "O", "C", "O", "C", "C", "C", "C", "O", "C", "O", "C", "C", "H", "H", "H", "H", "H", "C", "C", "O", "C", "C", "H", "H", "H", "H", "H", "H", "H", "H", "H", "H"], "xyz": [[0.0472, 0.2360, -0.3598], [4.7676, 1.4518, 0.4425], [5.5207, 0.2943, 0.1341], [6.7396, 0.3910, -0.5154], [7.4627, -0.7603, -0.8018], [6.9492, -2.0056, -0.4726], [5.7125, -2.0991, 0.1536], [5.0127, -0.9488, 0.4837], [3.4883, -1.0275, 1.3539], [2.7090, 0.3849, 0.8206], [3.3944, 1.4168, 0.5119], [2.6684, 2.7153, 0.2791], [3.2814, 3.8381, -0.2539], [2.5446, 5.0122, -0.3518], [1.2339, 5.0156, 0.0790], [0.6916, 3.8272, 0.5517], [1.3901, 2.7028, 0.6510], [5.1888, 2.3261, 0.1826], [7.1299, 1.3655, -0.7873], [8.4234, -0.6783, -1.2920], [7.5033, -2.9043, -0.7063], [5.2881, -3.0648, 0.3994], [4.2994, 3.8194, -0.6180], [2.9956, 5.9037, -0.7675], [0.6239, 5.9065, 0.0311], [-0.3474, 3.7627, 0.8498], [-4.0518, 0.0518, 0.8814], [-3.7571, -1.0819, 0.6857], [-2.4137, -1.4728, 0.5840], [-4.6135, -2.2674, 0.5397], [-6.0033, -2.2680, 0.5589], [-6.6642, -3.4728, 0.4277], [-5.9334, -4.6589, 0.2855], [-4.5516, -4.6627, 0.2633], [-3.8994, -3.4379, 0.3900], [-2.1912, -3.1360, 0.3971], [-6.5334, -1.3315, 0.6731], [-7.7448, -3.5058, 0.4326], [-6.4627, -5.5985, 0.1925], [-3.9992, -5.5864, 0.1532], [-5.9280, 6.7233, -1.8086], [-4.9490, 5.5848, -1.6892], [-3.8852, 5.4572, -2.5741], [-2.9686, 4.4211, -2.4494], [-3.1288, 3.4984, -1.4285], [-4.1880, 3.6004, -0.5323], [-5.0892, 4.6402, -0.6725], [-1.9487, 2.2124, -1.2084], [-2.4398, 1.0023, -1.8580], [-0.6814, 2.6679, -1.7872], [-1.8199, 2.0135, 0.2483], [-5.6716, 7.3810, -2.6380], [-5.9446, 7.3210, -0.8957], [-6.9414, 6.3527, -1.9720], [-3.7650, 6.1837, -3.3693], [-2.1299, 4.3298, -3.1262], [-4.2881, 2.8708, 0.2610], [-5.9147, 4.7285, 0.0248], [1.7376, -3.6404, -0.2179], [1.0946, -2.8942, 0.4976], [0.5339, -1.7917, 0.0854], [0.8550, -3.2365, 1.9407], [0.4996, -2.2638, 2.8621], [0.2252, -2.5832, 4.1970], [0.3084, -3.9082, 4.5375], [0.0712, -4.4790, 5.7572], [0.2837, -5.8827, 5.5865], [0.6771, -6.1088, 4.2325], [0.6692, -4.8795, 3.6241], [0.9580, -4.5835, 2.3209], [0.4334, -1.2322, 2.5415], [-0.0445, -1.8291, 4.9227], [-0.6467, -6.4153, 5.7898], [1.0799, -6.2115, 6.2555], [1.2559, -5.3315, 1.6000], [2.5191, 1.0914, -2.7963], [2.2006, -0.3852, -2.8172], [0.7903, -0.5449, -2.6636], [0.3395, -1.8742, -2.9764], [-1.1683, -1.8834, -2.9480], [3.6005, 1.2423, -2.7787], [2.0900, 1.5842, -1.9239], [2.1037, 1.5911, -3.6711], [2.7188, -0.9320, -2.0189], [2.4992, -0.8280, -3.7716], [0.7686, -2.5792, -2.2594], [0.7066, -2.1237, -3.9771], [-1.5598, -1.5869, -1.9742], [-1.5342, -2.8894, -3.1558], [-1.5778, -1.1892, -3.6814]]}

=====

Record 3
{"formula": "C26H51BN4O6Pb", "method": "ωB97M-V with the def2-TZVPD basis set", "e_homo_ev": -14.933, "charge": 2, "species": ["Pb", "C", "C", "C", "C", "C", "C", "N", "C", "C", "N", "C", "C", "O", "O", "C", "C", "C", "C", "C", "C", "N", "C", "C", "N", "C", "C", "O", "O", "H", "H", "H", "H", "H", "H", "H", "H", "H", "H", "H", "H", "H", "H", "H", "H", "H", "H", "H", "H", "H", "H", "H", "H", "H", "H", "H", "H", "H", "H", "H", "H", "H", "H", "H", "H", "H", "H", "H", "C", "C", "C", "O", "B", "O", "C", "C", "C", "H", "H", "H", "H", "H", "H", "H", "H", "H", "H", "H", "H"], "xyz": [[0.3955, 1.5919, -1.0284], [2.1211, -2.9317, 1.7089], [1.3897, -1.8471, 2.4984], [2.3359, -0.9430, 3.3158], [3.4185, -0.0944, 2.6137], [4.5963, -0.9187, 2.0960], [3.9389, 0.9678, 3.5757], [2.7125, 0.6700, 1.4647], [3.5233, 1.0829, 0.2784], [3.4488, 0.0590, -0.8622], [2.4218, 0.3501, -1.8925], [2.9097, 1.4747, -2.7338], [1.8251, 2.0936, -3.6400], [2.0998, 2.4099, -4.7611], [0.6485, 2.2672, -3.0604], [2.1552, -0.8428, -2.8116], [2.5814, -2.1988, -2.2590], [0.7482, -0.8550, -3.4383], [-0.5398, -1.3276, -2.7288], [-0.5729, -2.8421, -2.4929], [-1.6813, -0.9938, -3.6986], [-0.8287, -0.5162, -1.4581], [-1.2780, -1.2403, -0.2395], [-0.2131, -1.8943, 0.6334], [0.4289, -1.0430, 1.6642], [-0.5308, -0.3636, 2.5824], [-0.3584, 1.1395, 2.4203], [0.4988, 1.7719, 2.9641], [-1.1091, 1.7155, 1.4521], [2.8759, -3.3788, 2.3551], [2.6256, -2.5578, 0.8180], [1.4487, -3.7320, 1.4058], [0.7922, -2.3782, 3.2487], [2.8633, -1.6049, 4.0042], [1.7370, -0.2770, 3.9409], [4.9378, -1.5636, 2.9049], [5.4423, -0.2846, 1.8290], [4.3593, -1.5565, 1.2483], [4.4593, 0.4896, 4.4056], [3.1235, 1.5644, 3.9916], [4.6550, 1.6307, 3.0823], [2.3124, 1.4961, 1.9192], [1.8723, 0.1075, 1.2047], [4.5542, 1.2087, 0.5932], [3.1783, 2.0678, -0.0364], [3.2304, -0.9108, -0.4275], [4.4341, -0.0108, -1.3307], [3.7442, 1.1568, -3.3603], [3.2660, 2.2879, -2.0920], [2.8057, -0.6720, -3.6748], [2.0786, -2.4812, -1.3348], [3.6584, -2.2579, -2.1027], [2.3315, -2.9536, -3.0043], [0.8391, -1.4981, -4.3167], [0.5434, 0.1328, -3.8444], [-0.2338, -3.3351, -3.4039], [-1.5902, -3.1900, -2.3101], [0.0592, -3.1932, -1.6812], [-1.5543, -1.5258, -4.6416], [-1.7073, 0.0767, -3.9259], [-2.6437, -1.2947, -3.2767], [-1.6623, 0.0205, -1.7026], [-1.9921, -2.0135, -0.5218], [-1.8378, -0.5161, 0.3351], [0.5803, -2.2520, -0.0129], [-0.6739, -2.7726, 1.1028], [-0.3201, -0.6351, 3.6143], [-1.5616, -0.6490, 2.3761], [-5.0734, 0.0968, 1.1121], [-4.7131, 1.5682, 1.2491], [-5.7929, 2.3213, 1.9932], [-3.4743, 1.6167, 2.0480], [-2.4682, 1.7653, 1.1753], [-2.8271, 1.9096, -0.1442], [-4.2733, 2.2271, -0.1040], [-4.9272, 1.6504, -1.3392], [-4.3773, 3.7438, -0.0922], [-5.1531, -0.3381, 2.1081], [-4.3105, -0.4515, 0.5538], [-6.0310, -0.0226, 0.6056], [-6.0458, 1.7825, 2.9057], [-6.6910, 2.3970, 1.3778], [-5.4655, 3.3216, 2.2686], [-4.7517, 0.5793, -1.4369], [-4.5361, 2.1545, -2.2241], [-6.0044, 1.8204, -1.3039], [-3.9078, 4.1696, 0.7967], [-5.4198, 4.0584, -0.1188], [-3.8729, 4.1435, -0.9723]]}

=====

Looking at M for the records above, in order, we have 964.6; 908.6; 733.7 g mol⁻¹.